Entry from the Open Molecules 2025 dataset: a 3-piece molecular cluster, C42H32INO6S2 overall at a distorted geometry (ωB97M-V with the def2-TZVPD basis set).

The value obtained for the LUMO energy is -1.385 eV. For the highest occupied orbital energy, the calculation gives -8.8 eV. As for the SMILES: CCSCc1ccc2c(c1S)C(=O)N([C@H](I)CC)C2=O.O=C1c2ccccc2C(=O)c2ccccc21.O=C1c2ccccc2C(=O)c2ccccc21. The energy comes out at -87607.3822 eV. As for the spin multiplicity: 1. The maximum force is 8.7 eV/Å.

Each line ends with the Löwdin charge.
Geometry (Å):
C -0.95624 -5.11795 1.32754  -0.191
C 0.36404 -4.22623 1.82337  -0.522
S 1.54096 -4.07171 0.37107  0.751
C 3.13330 -5.04427 0.77555  -0.437
C 4.43326 -4.14893 0.22524  -0.156
C 4.34310 -3.28194 -1.20256  0.005
C 5.60725 -2.33819 -1.75899  0.033
C 6.96132 -2.35300 -0.83869  -0.013
C 7.06157 -3.23115 0.54036  -0.017
C 5.83548 -4.13719 1.13760  -0.410
S 6.06265 -5.07390 2.74378  0.677
C 8.59562 -2.94955 1.03660  -0.261
O 9.36192 -3.82113 1.69526  -0.041
N 8.84073 -1.55719 0.50215  -0.064
C 10.18936 -0.91996 0.74663  -0.626
I 10.74221 -0.84592 2.90806  0.818
C 10.11587 0.68799 0.29184  -0.277
C 11.49074 1.50296 0.78462  -0.221
C 8.42339 -1.62952 -0.98204  -0.197
O 9.08608 -1.25649 -2.07954  -0.003
H -0.64127 -6.19820 0.98633  0.084
H -1.39414 -4.51488 0.39536  0.070
H -1.75463 -5.09414 2.18749  0.081
H 0.91433 -4.79155 2.70815  0.091
H 0.02368 -3.14160 2.14068  0.068
H 3.16135 -5.11353 1.96676  0.076
H 3.06251 -6.10231 0.28008  0.092
H 3.33751 -3.37271 -1.79581  0.081
H 5.58097 -1.72737 -2.75660  0.100
H 6.75514 -4.19933 3.61172  -0.093
H 11.01519 -1.44332 0.09220  0.131
H 9.23041 1.18673 0.88454  0.115
H 10.07027 0.83421 -0.86805  0.107
H 11.36482 1.97380 1.86517  0.053
H 12.45700 0.81837 0.71677  0.078
H 11.64033 2.41449 0.05344  0.075
C -1.91557 -1.75118 0.54548  -0.062
C -3.21412 -1.30244 0.30589  -0.039
C -3.47518 -0.46898 -0.78290  0.021
C -2.43185 -0.07277 -1.62844  -0.073
C -1.12961 -0.50155 -1.37453  -0.075
C -0.87252 -1.35232 -0.29157  0.010
C -0.01367 -0.04991 -2.23054  -0.274
O 1.13003 -0.42896 -2.01030  0.097
C -0.29453 0.87141 -3.34963  -0.084
C 0.76182 1.35331 -4.13367  0.009
C 0.50354 2.21450 -5.20230  -0.054
C -0.80744 2.58849 -5.49615  -0.055
C -1.86113 2.11441 -4.71333  0.009
C -1.60272 1.26183 -3.63182  -0.080
C -2.72028 0.79444 -2.78805  -0.244
O -3.87229 1.12636 -3.04280  0.051
H -1.71358 -2.40817 1.38862  0.076
H -4.02492 -1.60308 0.96574  0.113
H -4.49227 -0.12679 -0.96679  0.105
H 0.13945 -1.70212 -0.09515  0.078
H 1.78797 1.06365 -3.91293  0.122
H 1.32578 2.59166 -5.80657  0.109
H -1.00963 3.25354 -6.33295  0.109
H -2.88155 2.41460 -4.94575  0.123
C -9.36072 4.79838 4.59491  -0.060
C -8.20966 5.58547 4.57177  -0.060
C -7.27464 5.42527 3.54788  0.005
C -7.48533 4.46600 2.54993  -0.087
C -8.62409 3.66227 2.58684  -0.086
C -9.57001 3.83671 3.60542  0.005
C -8.83221 2.61362 1.56748  -0.281
O -9.83402 1.90955 1.59715  0.093
C -7.81202 2.42009 0.51780  -0.090
C -7.96827 1.39161 -0.42065  0.006
C -7.01481 1.21012 -1.42478  -0.052
C -5.91054 2.05851 -1.50028  -0.065
C -5.74948 3.08034 -0.56339  0.021
C -6.69748 3.25500 0.45353  -0.087
C -6.49972 4.31587 1.46090  -0.279
O -5.52709 5.05899 1.39802  0.095
H -10.09394 4.92951 5.38771  0.107
H -8.04041 6.32625 5.35009  0.107
H -6.38089 6.04687 3.53336  0.121
H -10.46813 3.22218 3.63304  0.121
H -8.82919 0.72684 -0.37066  0.120
H -7.13541 0.40761 -2.14929  0.112
H -5.17142 1.92192 -2.28670  0.062
H -4.88230 3.73570 -0.62571  0.123

Cartesian forces (eV/Å) of the 2 atoms listed first:
C 0.4 1.4 -0.2
C -0.7 -1.2 0.6